Record 1
Formula: C19H21N3O4
Source: the Open Molecules 2025 dataset
Level of theory: ωB97M-V/def2-TZVPD

Structure (XYZ):
```
47
Properties=species:S:1:pos:R:3
C -2.173 -2.731 -0.716
O -1.299 -2.744 0.392
C -0.047 -2.203 0.316
C 0.660 -2.242 1.513
C 1.902 -1.657 1.651
C 2.468 -1.005 0.565
C 1.823 -1.052 -0.666
C 0.572 -1.631 -0.813
O -0.088 -1.678 -2.012
C 0.515 -1.101 -3.144
H -0.195 -1.253 -3.956
H 0.682 -0.029 -3.006
H 1.460 -1.594 -3.393
H 2.312 -0.599 -1.513
N 3.670 -0.296 0.712
C 4.025 0.928 0.202
O 5.189 1.277 0.172
N 3.033 1.744 -0.284
C 1.654 1.694 -0.047
C 0.758 1.959 -1.079
C -0.598 1.773 -0.903
C -1.097 1.328 0.321
C -0.208 1.172 1.385
C 1.146 1.364 1.206
H 1.820 1.240 2.039
H -0.563 0.901 2.365
N -2.454 1.032 0.494
C -3.481 1.426 -0.314
O -3.397 2.067 -1.336
C -4.777 0.932 0.310
C -4.332 -0.146 1.288
H -4.311 -1.118 0.794
H -4.973 -0.218 2.164
C -2.910 0.284 1.654
H -2.912 0.928 2.542
H -2.253 -0.570 1.834
H -5.243 1.778 0.821
H -5.464 0.582 -0.457
H -1.275 1.960 -1.719
H 1.134 2.290 -2.037
H 3.384 2.520 -0.829
H 4.410 -0.741 1.235
H 2.412 -1.679 2.601
H 0.185 -2.727 2.352
H -2.369 -1.714 -1.065
H -3.097 -3.180 -0.350
H -1.787 -3.327 -1.545
```

Gap between HOMO and LUMO   8.489 eV
Electronic energy   -1201.87723 hartree
Max |F|   0.66 eV/A
SMILES   COc1ccc(NC(=O)Nc2ccc(N3CCCC3=O)cc2)cc1OC
LUMO level   0.678 eV
Energy above the lowest of the compared OMol25 structures with the same formula, charge and spin   41.60 kcal/mol

Results of the Mulliken charge analysis, in e, for atoms 1 through 5: -0.721, -0.482, 0.161, -0.657, -0.461

Record 2
Formula: C19H33F8NO27PS5
Source: the Open Molecules 2025 dataset
Level of theory: ωB97M-V/def2-TZVPD

Structure (XYZ):
```
94
Properties=species:S:1:pos:R:3
P -0.540 -0.092 -0.147
F -0.807 0.560 -1.594
F -2.088 -0.528 -0.025
F -0.206 -1.502 -0.871
F -0.254 -0.815 1.284
F 0.996 0.391 -0.186
F -0.934 1.295 0.581
C -4.015 0.306 -3.129
C -4.084 -1.210 -3.146
O -4.437 -1.839 -4.135
N -3.708 -1.807 -1.992
C -3.859 -3.211 -1.738
H -3.216 0.655 -3.779
H -3.846 0.658 -2.112
H -4.985 0.657 -3.476
H -3.460 -1.241 -1.198
H -2.879 -3.690 -1.633
H -4.346 -3.723 -2.563
H -4.453 -3.367 -0.835
C 4.673 1.178 1.205
C 3.963 1.912 0.085
O 4.758 1.657 -1.040
C 5.978 1.186 -0.637
O 6.869 0.902 -1.351
O 6.009 1.073 0.716
F 3.955 3.259 0.329
H 4.301 0.174 1.390
H 4.653 1.730 2.141
H 2.941 1.594 -0.098
C 2.931 -2.048 0.381
C 3.438 -3.485 0.456
O 4.716 -3.403 -0.132
C 4.785 -2.292 -0.924
O 5.546 -2.120 -1.807
O 3.822 -1.403 -0.540
F 2.646 -4.326 -0.265
H 3.022 -1.550 1.346
H 1.909 -1.991 0.014
H 3.605 -3.845 1.468
C 2.123 -1.497 -3.431
C 2.094 -0.020 -3.071
O 2.727 0.692 -4.148
S 3.799 -0.248 -4.871
O 5.050 -0.128 -4.245
O 3.648 -0.078 -6.270
O 3.142 -1.631 -4.439
H 1.174 -1.822 -3.858
H 2.372 -2.170 -2.616
H 2.621 0.208 -2.143
H 1.116 0.439 -2.963
C -0.895 3.288 2.803
C -2.051 4.082 2.146
O -2.916 4.468 3.217
S -2.278 4.179 4.649
O -3.289 3.694 5.494
O -1.471 5.277 5.035
O -1.367 3.001 4.115
H -0.033 3.957 2.831
H -0.636 2.368 2.301
H -2.593 3.548 1.368
H -1.672 4.997 1.691
C -3.306 -1.190 3.253
C -3.013 0.303 3.343
O -4.063 0.952 2.610
S -4.975 -0.074 1.812
O -5.046 0.341 0.477
O -6.187 -0.313 2.510
O -4.011 -1.313 1.986
H -4.045 -1.512 3.986
H -2.404 -1.773 3.121
H -2.145 0.522 2.715
H -2.842 0.698 4.339
C -0.989 -4.809 1.934
C -0.103 -3.606 2.175
O 1.127 -4.134 2.737
S 1.134 -5.713 2.740
O 0.768 -6.191 4.018
O 2.313 -6.173 2.126
O -0.085 -5.897 1.738
H -1.643 -4.689 1.074
H -1.639 -5.047 2.784
H -0.454 -2.825 2.837
H 0.177 -3.170 1.218
C -0.939 3.631 -2.115
C 0.331 4.134 -2.877
O 0.633 5.435 -2.318
S -0.163 5.602 -0.949
O -0.533 6.946 -0.775
O 0.506 4.869 0.067
O -1.431 4.801 -1.441
H -0.655 2.874 -1.391
H -1.689 3.261 -2.804
H 0.119 4.251 -3.933
H 1.182 3.504 -2.634
```

Gap between HOMO and LUMO   9.196 eV
Electronic energy   -5961.57861 hartree
Max |F|   1.93 eV/A
LUMO level   1.587 eV
Net charge   -1

Results of the Mulliken charge analysis, in e, for atoms 1 through 5: 1.705, -0.424, -0.447, -0.551, -0.312

Record 3
Formula: C6H12O
Source: the Open Molecules 2025 dataset
Level of theory: ωB97M-V/def2-TZVPD

Structure (XYZ):
```
19
Properties=species:S:1:pos:R:3
C -1.781 1.173 1.905
C -0.931 1.363 0.663
O -0.006 0.300 0.673
C 1.008 0.349 -0.279
C 1.984 -0.770 -0.158
C 1.061 -0.710 -1.353
C -0.060 -1.711 -1.497
H -1.131 1.152 2.785
H -2.305 0.214 1.851
H -2.516 1.973 2.024
H -0.396 2.326 0.696
H -1.547 1.359 -0.250
H 1.365 1.353 -0.516
H 1.733 -1.494 0.615
H 3.045 -0.574 -0.278
H 1.535 -0.405 -2.285
H -0.768 -1.397 -2.273
H 0.322 -2.702 -1.769
H -0.611 -1.801 -0.556
```

Gap between HOMO and LUMO   10.270 eV
Electronic energy   -311.00385 hartree
Max |F|   0.22 eV/A
SMILES   CCO[C@H]1C[C@H]1C
LUMO level   1.171 eV
Energy above the lowest of the compared OMol25 structures with the same formula, charge and spin   34.78 kcal/mol

Results of the Mulliken charge analysis, in e, for atoms 1 through 5: -1.216, -0.205, -0.344, -0.056, -0.760